[1]
Below is an isolated molecule of C3H5N3O in a non-equilibrium geometry, with properties calculated with ωB97M-V with the def2-TZVPD basis set.

Orbital gap (alpha / beta) in eV: 8.024 / 8.025
Total energy in Ha: -356.689698
Lowest unoccupied orbital energy (alpha / beta) in eV: -1.4 / -1.4
ΔE to the lowest compared entry with this formula, charge and spin in eV: 4.563

Each line ends with the natural charge from an NBO analysis.
Geometry (Å):
O -2.7493 0.8195 -0.0795  -0.6824
C -1.6951 -0.0412 0.1893  -0.0596
C -0.1704 0.3344 -0.0265  0.2377
N 0.4489 1.3147 -0.5501  -0.0896
N 2.3710 0.4162 -0.3165  -0.5887
C 1.8366 -0.6153 0.2547  0.2641
N 0.5455 -0.7599 0.4570  -0.5804
H -2.8855 0.8942 -1.0310  0.4753
H -1.7680 -0.9978 -0.3492  0.2028
H -1.7414 -0.2783 1.2560  0.2221
H 3.4022 0.3840 -0.4214  0.3947
H 2.4054 -1.4706 0.6171  0.2040

---

[2]
Below is an isolated molecule of C3H5N3O, with properties calculated with ωB97M-V with the def2-TZVPD basis set.

Orbital gap in eV: 8.898
Total energy in Ha: -356.696211
Lowest unoccupied orbital energy in eV: 0.6
ΔE to the lowest compared entry with this formula, charge and spin in eV: 4.386

Each line ends with the natural charge from an NBO analysis.
Geometry (Å):
N 2.2305 -0.7768 0.2064  -0.7849
C 1.0545 -0.1864 0.2386  0.2079
C -0.8012 1.8768 -0.7198  -0.0133
N -1.4589 1.0025 0.0251  -0.6300
C -1.1003 -0.3679 0.2129  0.8228
O -1.7749 -1.0738 0.9171  -0.5572
N 0.0526 -0.7848 -0.4675  -0.6780
H 2.4930 -1.6034 -0.3222  0.3613
H 2.9426 -0.3424 0.7669  0.4014
H -1.3817 2.8183 -0.6220  0.1000
H -2.2995 1.1910 0.5700  0.3904
H 0.0434 -1.7530 -0.8055  0.3796

---

[3]
Below is an isolated molecule of C3H5N3O, with properties calculated with ωB97M-V with the def2-TZVPD basis set.

SMILES: N/C(=N/[O-])C1=C[NH2+]1
Orbital gap (alpha / beta) in eV: 7.994 / 7.994
Total energy in Ha: -356.614116
Lowest unoccupied orbital energy (alpha / beta) in eV: 0.3 / 0.3
ΔE to the lowest compared entry with this formula, charge and spin in eV: 6.619

Each line ends with the natural charge from an NBO analysis.
Geometry (Å):
N 0.6180 1.6010 -0.0350  -0.5633
C 0.5055 0.1147 -0.0349  0.2034
C 1.7283 0.5851 -0.1229  -0.1911
O 1.0440 -2.3443 0.0339  -0.4369
N -0.1773 -2.1188 0.0162  0.0472
C -0.5292 -0.7924 0.0114  0.0069
N -1.8901 -0.3762 0.0119  -0.8384
H 0.3671 2.0757 0.8312  0.3946
H 0.3576 2.1243 -0.8678  0.3972
H 2.7183 0.6161 0.2937  0.2454
H -2.3398 -0.6074 -0.8703  0.3634
H -2.4023 -0.8779 0.7327  0.3716